1.
# CF2O2

2 unconnected molecules or ions with the total composition CF2O2 in a non-equilibrium geometry (the ωB97M-V functional and the def2-TZVPD basis, the Open Molecules 2025 dataset).

Atoms and positions in Å:
F  1.974  -0.339  0.087
F  -0.627  -1.226  -0.057
O  -1.724  0.767  0.071
O  1.247  0.791  -0.096
C  -0.870  0.008  -0.006

Its maximum force is 3.9 eV/Å. The charge is 0. As for the HOMO energy (alpha / beta): -10.63 / -10.16 eV. As for the frontier orbital gap (alpha / beta): 9.4498 / 8.7871 eV.

In the Mulliken picture, each atom carries the following charge in e: atom 1 (F): -0.0907, atom 2 (F): -0.0646, atom 3 (O): -0.1909, atom 4 (O): -0.3027, atom 5 (C): 0.6488


2.
# CF2O3S

CF2O3S in the gas phase in a non-equilibrium geometry (the ωB97M-V functional and the def2-TZVPD basis, the Open Molecules 2025 dataset).

Atoms and positions in Å:
S  0.941  0.145  0.873
F  2.088  -0.926  1.433
F  -2.184  -0.006  -1.429
O  -0.439  -1.074  -0.669
O  1.693  1.093  0.181
O  -0.956  0.848  0.204
C  -1.143  -0.081  -0.593

Its maximum force is 2.4 eV/Å. The charge is 0. As for the HOMO energy: -11.71 eV. As for the frontier orbital gap: 8.7637 eV.

In the Mulliken picture, each atom carries the following charge in e: atom 1 (S): 0.9353, atom 2 (F): -0.2558, atom 3 (F): -0.1956, atom 4 (O): -0.5485, atom 5 (O): -0.2413, atom 6 (O): -0.5310, atom 7 (C): 0.8369


3.
# CF2O3S

2 unconnected molecules or ions with the total composition CF2O3S in a non-equilibrium geometry (the ωB97M-V functional and the def2-TZVPD basis, the Open Molecules 2025 dataset).

Atoms and positions in Å:
S  -0.307  0.389  -1.448
F  -0.261  -1.155  -2.234
F  0.628  -1.071  1.821
O  -0.350  0.780  2.629
O  -1.437  1.130  -1.968
O  1.021  0.900  -1.697
C  0.087  0.142  1.767

Its maximum force is 2.6 eV/Å. The charge is 0. As for the HOMO energy (alpha / beta): -11.98 / -10.94 eV. As for the frontier orbital gap (alpha / beta): 9.7102 / 6.8417 eV.

In the Mulliken picture, each atom carries the following charge in e: atom 1 (S): 0.9502, atom 2 (F): -0.2649, atom 3 (F): -0.1218, atom 4 (O): -0.2512, atom 5 (O): -0.3757, atom 6 (O): -0.3554, atom 7 (C): 0.4189


4.
# CF3HoMgNO4S3

A molecular structure, CF3HoMgNO4S3 in a non-equilibrium geometry (the ωB97M-V functional and the def2-TZVPD basis, the Open Molecules 2025 dataset).

Atoms and positions in Å:
Ho  -1.470  -0.317  -2.339
S  -0.733  1.325  0.503
S  -0.577  -3.393  -1.699
S  -0.284  -4.100  0.376
Mg  0.660  -1.472  0.401
F  1.706  1.573  -0.384
F  1.422  2.469  1.566
F  0.658  3.470  -0.184
O  -1.547  1.908  1.618
O  -0.389  -1.772  -1.313
O  -0.072  0.112  1.176
O  1.103  -3.334  0.751
N  -1.341  1.244  -0.850
C  0.865  2.286  0.376

Its maximum force is 7.3 eV/Å. The charge is +1. As for the HOMO energy (alpha / beta): -11.95 / -11.96 eV. As for the spin multiplicity: 5. As for the frontier orbital gap (alpha / beta): 5.2305 / 5.3673 eV.

Results of the Mulliken charge analysis, in e, for atoms 1 through 8: atom 1 (Ho): 1.8055, atom 2 (S): 1.0163, atom 3 (S): -0.0312, atom 4 (S): 0.1319, atom 5 (Mg): 1.1233, atom 6 (F): -0.2490, atom 7 (F): -0.1945, atom 8 (F): -0.2107


5.
# CF3IO

2 unconnected molecules or ions with the total composition CF3IO in a non-equilibrium geometry (the ωB97M-V functional and the def2-TZVPD basis, the Open Molecules 2025 dataset).

Atoms and positions in Å:
I  -2.672  -0.076  -0.129
F  0.578  1.182  -0.663
F  1.733  -0.621  -0.280
F  0.656  0.364  1.341
O  -1.028  -0.966  -0.337
C  0.733  0.118  0.068

Its maximum force is 4.8 eV/Å. The charge is 0. As for the HOMO energy: -8.86 eV. As for the frontier orbital gap: 7.7685 eV.

In the Mulliken picture, each atom carries the following charge in e: atom 1 (I): 0.2248, atom 2 (F): -0.1348, atom 3 (F): -0.1288, atom 4 (F): -0.1314, atom 5 (O): -0.6289, atom 6 (C): 0.7991


6.
# CF3InNO4S2

A molecular structure, CF3InNO4S2 in a non-equilibrium geometry (the ωB97M-V functional and the def2-TZVPD basis, the Open Molecules 2025 dataset).

Atoms and positions in Å:
In  1.812  -0.035  -1.766
S  -0.438  0.393  0.387
S  2.477  0.416  0.815
F  -2.454  -1.329  0.750
F  -2.987  0.389  -0.442
F  -1.982  -1.251  -1.288
O  3.100  -0.944  0.609
O  2.730  1.137  -0.559
O  0.143  -0.045  -0.945
O  -1.252  0.906  1.522
N  0.887  0.864  1.115
C  -2.036  -0.501  -0.198

Its maximum force is 6.0 eV/Å. The charge is +1. As for the HOMO energy (alpha / beta): -15.20 / -14.82 eV. As for the frontier orbital gap (alpha / beta): 6.8832 / 6.0094 eV.

Results of the Mulliken charge analysis, in e, for atoms 1 through 8: atom 1 (In): 0.9982, atom 2 (S): 1.4680, atom 3 (S): 0.8205, atom 4 (F): -0.2058, atom 5 (F): -0.1971, atom 6 (F): -0.2089, atom 7 (O): -0.4053, atom 8 (O): -0.3635


7.
# CF3IrNO2S2

A molecular structure, CF3IrNO2S2 in a non-equilibrium geometry (the ωB97M-V functional and the def2-TZVPD basis, the Open Molecules 2025 dataset).

Atoms and positions in Å:
Ir  2.784  -0.855  -0.675
S  2.278  1.415  0.497
S  0.123  -0.557  0.380
F  -2.475  -0.237  0.188
F  -1.344  1.617  0.234
F  -1.375  0.408  -1.556
O  0.116  -1.873  -0.309
O  -0.011  -0.507  1.837
N  1.280  0.214  -0.364
C  -1.376  0.375  -0.232

Its maximum force is 7.7 eV/Å. The charge is +1. As for the HOMO energy (alpha / beta): -14.78 / -15.67 eV. As for the spin multiplicity: 5. As for the frontier orbital gap (alpha / beta): 7.6269 / 6.9359 eV.

Results of the Mulliken charge analysis, in e, for atoms 1 through 8: atom 1 (Ir): 1.1389, atom 2 (S): 0.2369, atom 3 (S): 0.9599, atom 4 (F): -0.1683, atom 5 (F): -0.2059, atom 6 (F): -0.1943, atom 7 (O): -0.5706, atom 8 (O): -0.4849


8.
# CF3K5O3S

A molecular structure, CF3K5O3S in a non-equilibrium geometry (the ωB97M-V functional and the def2-TZVPD basis, the Open Molecules 2025 dataset).

Atoms and positions in Å:
K  1.733  -0.410  -4.409
K  0.391  2.943  3.136
K  -4.220  -0.677  1.735
K  -2.249  3.078  0.092
K  2.757  -2.518  1.591
S  -0.174  -0.076  0.640
F  -0.256  -1.414  -1.654
F  1.821  -1.032  -1.018
F  0.684  0.597  -1.924
O  -1.626  -0.325  0.583
O  0.048  1.354  0.854
O  0.516  -0.999  1.522
C  0.576  -0.519  -1.148

Its maximum force is 2.3 eV/Å. The charge is +4. As for the HOMO energy: -22.47 eV. As for the frontier orbital gap: 10.6878 eV.

Results of the Mulliken charge analysis, in e, for atoms 1 through 8: atom 1 (K): 0.9841, atom 2 (K): 0.9900, atom 3 (K): 0.9885, atom 4 (K): 0.9729, atom 5 (K): 0.9770, atom 6 (S): 1.0307, atom 7 (F): -0.1705, atom 8 (F): -0.2019